1.
Formula: C24H61FN3O8S6
Source: the Open Molecules 2025 dataset
Level of theory: wB97M-V/def2-TZVPD

Bonds (Å) are listed after each position.
Cartesian coordinates (Å):
1 C -2.054 -3.009 -4.116  H5 1.085, C6 1.523, H16 1.086, H34 1.089
2 H -7.343 0.964 -4.002  C30 1.088
3 H 5.419 1.128 -0.765  C58 1.090
4 H -3.827 2.549 -3.259  C59 1.086
5 H -2.083 -3.919 -3.525  C1 1.085
6 C -3.179 -2.055 -3.737  C1 1.523, F68 1.387, C72 1.525, H89 1.088
7 C 2.254 2.294 -2.008  C32 1.530, H43 1.087, C94 1.539, H97 1.088
8 H -2.396 2.040 -2.398  C59 1.090
9 H -3.589 0.183 -2.062  C98 1.092
10 C -1.632 0.983 -5.068  N57 1.398, N78 1.305, N86 1.343
11 H 0.107 -3.897 -0.541  C45 1.090
12 H 6.927 2.429 6.959  C67 1.090
13 H 3.300 -4.539 5.072  C62 1.090
14 O -4.888 0.311 -3.641  C73 1.428, C98 1.410
15 H -5.030 3.794 6.245  C33 1.088
16 H -2.046 -3.240 -5.176  C1 1.086
17 H 2.545 2.589 0.117  C32 1.088
18 S -3.124 2.876 5.190  C33 1.796, O38 1.487, C81 1.798
19 S 1.945 -4.808 3.123  C28 1.799, O61 1.486, C62 1.796
20 H 3.004 -6.266 4.693  C62 1.090
21 H -6.445 -2.831 2.217  C71 1.089
22 H 1.420 0.720 -4.072  C47 1.087
23 H 4.942 1.158 5.893  C99 1.090
24 H -1.610 2.861 -4.440  N86 1.016
25 H -3.194 -0.080 -5.703  N57 1.016
26 H -0.713 -3.222 -1.972  C45 1.082
27 H 7.589 0.469 2.277  C31 1.088
28 C 3.523 -4.972 2.275  S19 1.799, H74 1.088, H77 1.090, H91 1.090
29 S 6.659 -0.575 0.368  C31 1.793, C58 1.797, O93 1.491
30 C -7.254 0.323 -3.128  H2 1.088, H42 1.087, C73 1.511, H87 1.087
31 C 7.253 0.832 1.308  H27 1.088, S29 1.793, H49 1.090, H64 1.090
32 C 1.726 2.573 -0.599  C7 1.530, H17 1.088, H46 1.088, H92 1.089
33 C -4.510 4.010 5.315  H15 1.088, S18 1.796, H50 1.090, H79 1.090
34 H -1.106 -2.517 -3.906  C1 1.089
35 H -0.046 0.183 -6.037  N78 1.010
36 H 2.198 -2.683 0.510  C48 1.089
37 H 5.802 1.235 4.322  C99 1.090
38 O -3.698 1.518 4.996  S18 1.487
39 H 0.954 -3.835 -2.119  C45 1.090
40 H 7.577 3.954 6.312  C67 1.088
41 H -5.352 -2.769 0.798  C71 1.090
42 H -7.592 -0.674 -3.402  C30 1.087
43 H 3.117 2.923 -2.208  C7 1.087
44 H 2.892 -1.182 -0.134  C48 1.089
45 C 0.238 -3.336 -1.467  H11 1.090, H26 1.082, H39 1.090, S76 1.794
46 H 1.028 1.799 -0.286  C32 1.088
47 C 1.430 1.780 -4.307  H22 1.087, O55 1.477, H75 1.087, C94 1.505
48 C 2.363 -2.097 -0.393  H36 1.089, H44 1.089, S76 1.788, H84 1.090
49 H 8.089 1.295 0.784  C31 1.090
50 H -4.138 5.034 5.333  C33 1.090
51 H -4.604 -1.658 3.607  C95 1.089
52 H 5.687 -0.318 -1.776  C58 1.088
53 S -5.696 -0.609 1.765  C71 1.796, C95 1.792, O102 1.493
54 S 5.512 3.404 5.296  C67 1.797, O80 1.487, C99 1.798
55 O 0.425 2.041 -5.358  C47 1.477, N78 1.366
56 H -5.699 1.200 -1.950  C73 1.091
57 N -2.335 -0.220 -5.178  C10 1.398, H25 1.016, C72 1.479
58 C 6.143 0.372 -1.069  H3 1.090, S29 1.797, H52 1.088, H90 1.090
59 C -3.016 1.827 -3.269  H4 1.086, H8 1.090, N86 1.494, C98 1.532
60 H -5.694 -0.560 -1.961  C73 1.090
61 O 1.074 -5.913 2.645  S19 1.486
62 C 2.562 -5.271 4.745  H13 1.090, S19 1.796, H20 1.090, H82 1.088
63 O 1.045 -1.004 -2.430  S76 1.503
64 H 6.443 1.548 1.443  C31 1.090
65 H 0.204 2.359 -2.624  C94 1.094
66 H 4.090 1.716 4.434  C99 1.088
67 C 7.093 3.015 6.055  H12 1.090, H40 1.088, S54 1.797, H103 1.090
68 F -3.531 -2.265 -2.412  C6 1.387
69 H -3.579 -1.648 2.137  C95 1.091
70 H -7.041 -2.214 0.658  C71 1.088
71 C -6.177 -2.280 1.316  H21 1.089, H41 1.090, S53 1.796, H70 1.088
72 C -2.668 -0.620 -3.794  C6 1.525, N57 1.479, H88 1.095, C98 1.525
73 C -5.845 0.322 -2.582  O14 1.428, C30 1.511, H56 1.091, H60 1.090
74 H 3.359 -4.768 1.219  C28 1.088
75 H 2.394 2.039 -4.739  C47 1.087
76 S 0.781 -1.665 -1.105  C45 1.794, C48 1.788, O63 1.503
77 H 3.896 -5.988 2.399  C28 1.090
78 N -0.410 0.973 -5.524  C10 1.305, H35 1.010, O55 1.366
79 H -5.182 3.858 4.471  C33 1.090
80 O 5.806 4.037 3.983  S54 1.487
81 C -2.567 3.437 3.575  S18 1.798, H85 1.088, H96 1.090, H101 1.090
82 H 1.719 -5.275 5.432  C62 1.088
83 H 1.170 3.659 -3.289  C94 1.090
84 H 2.950 -2.665 -1.115  C48 1.090
85 H -1.721 2.818 3.283  C81 1.088
86 N -2.222 2.055 -4.514  C10 1.343, H24 1.016, C59 1.494
87 H -7.931 0.701 -2.366  C30 1.087
88 H -1.727 -0.618 -3.234  C72 1.095
89 H -4.056 -2.210 -4.361  C6 1.088
90 H 7.016 0.839 -1.525  C58 1.090
91 H 4.231 -4.248 2.679  C28 1.090
92 H 1.225 3.539 -0.560  C32 1.089
93 O 5.414 -1.045 1.042  S29 1.491
94 C 1.177 2.592 -3.065  C7 1.539, C47 1.505, H65 1.094, H83 1.090
95 C -4.272 -1.072 2.751  H51 1.089, S53 1.792, H69 1.091, H100 1.089
96 H -3.376 3.324 2.852  C81 1.090
97 H 2.521 1.240 -2.064  C7 1.088
98 C -3.577 0.408 -3.130  H9 1.092, O14 1.410, C59 1.532, C72 1.525
99 C 5.046 1.701 4.954  H23 1.090, H37 1.090, S54 1.798, H66 1.088
100 H -3.795 -0.161 3.108  C95 1.089
101 H -2.253 4.478 3.642  C81 1.090
102 O -5.171 0.032 0.523  S53 1.493
103 H 7.711 2.462 5.347  C67 1.090

As for the net charge: +1. Its gap between HOMO and LUMO is 0.30494 hartree. The value obtained for the LUMO energy is -2.214 eV. As for the HOMO energy: -10.51 eV.

Here are the Löwdin charges for atoms 1 to 4, given in e: -0.021 0.079 0.049 0.136


2.
Formula: C24H62BBrN3O12
Source: the Open Molecules 2025 dataset
Level of theory: wB97M-V/def2-TZVPD

Bonds (Å) are listed after each position.
Cartesian coordinates (Å):
1 H -8.535 2.751 1.480  C36 1.093
2 H 0.276 1.353 -2.036  C71 1.093
3 H -5.160 0.989 2.882  O52 0.968
4 C 1.120 -4.693 1.582  H18 1.140, H51 1.157, C54 1.600, C63 1.592
5 H 3.315 -5.320 5.159  O81 0.981
6 H 11.467 -0.074 -3.597  C44 1.093
7 H -2.825 0.678 -0.450  C65 1.093
8 H -0.684 -2.626 3.258  C80 1.145
9 H -0.927 7.050 -4.607  C46 1.093
10 O -7.272 3.695 -4.172  H12 0.966, C40 1.422
11 H -3.691 0.203 1.044  C65 1.093
12 H -6.599 4.241 -4.598  O10 0.966
13 H -2.864 3.828 -1.914  C24 1.093
14 C 3.155 0.128 1.862  N67 1.488, C69 1.516, C97 1.541
15 H -7.986 2.857 3.170  C36 1.090
16 N 2.128 2.412 0.917  C64 1.420, C69 1.419
17 H -3.973 0.007 5.266  C101 1.091
18 H 1.400 -5.698 2.042  C4 1.140
19 O -4.127 4.971 -0.750  C24 1.420, H34 0.967
20 H -1.281 -2.285 -3.213  C88 1.093
21 B 3.978 -4.679 3.360  C58 1.642, O81 1.444, N87 1.531
22 H -1.805 -4.050 3.668  C80 1.152
23 C 5.770 -4.414 1.385  H26 1.140, C58 1.634, H72 1.155, H76 1.154
24 C -2.826 4.477 -1.036  H13 1.093, O19 1.420, H55 1.094, H85 1.089
25 C 3.831 -2.090 2.783  H42 1.134, N67 1.429, N87 1.457
26 H 6.592 -5.001 0.857  C23 1.140
27 H 5.892 -5.976 3.041  C58 1.143
28 C 7.700 -1.955 -1.175  H35 1.093, O62 1.422, H95 1.091, H100 1.091
29 H -2.973 6.457 -3.749  O53 0.966
30 H 0.855 -1.684 0.872  C90 1.137
31 H 9.112 -2.862 -0.201  O62 0.966
32 O 0.226 -0.359 -0.881  C71 1.424, H94 0.967
33 H -6.328 2.495 0.893  O41 0.968
34 H -4.690 4.204 -0.574  O19 0.967
35 H 7.873 -2.508 -2.102  C28 1.093
36 C -7.770 2.430 2.191  H1 1.093, H15 1.090, H38 1.093, O41 1.420
37 H -3.470 1.458 4.365  C101 1.093
38 H -7.765 1.339 2.265  C36 1.093
39 H 5.363 0.174 2.814  C97 1.134
40 C -8.339 4.558 -3.802  O10 1.422, H70 1.093, H78 1.093, H98 1.090
41 O -6.495 2.887 1.763  H33 0.968, C36 1.420
42 H 4.799 -1.798 3.297  C25 1.134
43 H -0.937 -5.469 1.881  C54 1.155
44 C 10.381 -0.133 -3.496  H6 1.093, O60 1.421, H82 1.090, H92 1.093
45 H -6.819 1.101 -2.667  C49 1.092
46 C -1.038 6.359 -3.767  H9 1.093, O53 1.420, H57 1.093, H96 1.090
47 H 10.315 1.025 -1.941  O60 0.966
48 H 5.511 2.813 2.254  C77 1.141
49 C -7.132 1.433 -1.675  H45 1.092, H83 1.092, H86 1.091, O103 1.422
50 O -0.027 -3.493 -4.320  C88 1.420, H91 0.966
51 H 1.220 -4.823 0.437  C4 1.157
52 O -4.864 0.253 3.437  H3 0.968, C101 1.419
53 O -2.319 5.750 -3.812  H29 0.966, C46 1.420
54 C -0.432 -4.431 1.869  C4 1.600, H43 1.155, Br68 2.017, C80 1.602
55 H -2.447 3.920 -0.174  C24 1.094
56 H -0.099 -0.162 -2.912  C71 1.092
57 H -0.919 6.899 -2.823  C46 1.093
58 C 5.549 -4.891 2.933  B21 1.642, C23 1.634, H27 1.143, H102 1.158
59 H -2.857 -1.593 -0.119  O75 0.966
60 O 10.009 0.134 -2.150  C44 1.421, H47 0.966
61 H -4.605 0.623 -0.426  C65 1.090
62 O 8.166 -2.719 -0.070  C28 1.422, H31 0.966
63 C 2.076 -3.483 1.977  C4 1.592, N87 1.451, C90 1.541
64 C 3.381 2.912 1.357  N16 1.420, C77 1.518, H79 1.154
65 C -3.696 0.154 -0.048  H7 1.093, H11 1.093, H61 1.090, O75 1.421
66 H 1.166 0.482 0.845  C69 1.155
67 N 2.883 -1.324 2.036  C14 1.488, C25 1.429, C90 1.473
68 Br -1.338 -3.462 0.350  C54 2.017
69 C 2.126 1.020 1.194  C14 1.516, N16 1.419, H66 1.155
70 H -8.752 5.037 -4.692  C40 1.093
71 C -0.253 0.399 -1.987  H2 1.093, O32 1.424, H56 1.092, H74 1.089
72 H 6.083 -3.303 1.367  C23 1.155
73 H -5.082 1.395 5.141  C101 1.093
74 H -1.318 0.584 -1.852  C71 1.089
75 O -3.670 -1.203 -0.466  H59 0.966, C65 1.421
76 H 4.765 -4.456 0.818  C23 1.154
77 C 4.568 2.221 2.005  H48 1.141, C64 1.518, C97 1.535
78 H -7.975 5.317 -3.105  C40 1.093
79 H 3.507 4.046 1.184  C64 1.154
80 C -0.754 -3.768 3.292  H8 1.145, H22 1.152, C54 1.602, H84 1.152
81 O 3.257 -5.591 4.218  H5 0.981, B21 1.444
82 H 10.048 -1.136 -3.761  C44 1.090
83 H -8.093 1.949 -1.739  C49 1.092
84 H 0.009 -4.143 4.069  C80 1.152
85 H -2.167 5.320 -1.240  C24 1.089
86 H -7.228 0.569 -1.017  C49 1.091
87 N 3.311 -3.450 2.738  B21 1.531, C25 1.457, C63 1.451
88 C -0.621 -3.146 -3.078  H20 1.093, O50 1.420, H93 1.091, H99 1.093
89 H -6.090 3.069 -1.741  O103 0.968
90 C 1.735 -2.064 1.484  H30 1.137, C63 1.541, N67 1.473
91 H -0.744 -3.716 -4.927  O50 0.966
92 H 9.905 0.593 -4.160  C44 1.093
93 H 0.167 -2.888 -2.370  C88 1.091
94 H 1.170 -0.509 -1.027  O32 0.967
95 H 8.225 -0.999 -1.206  C28 1.091
96 H -0.276 5.582 -3.836  C46 1.090
97 C 4.498 0.722 2.328  C14 1.541, H39 1.134, C77 1.535
98 H -9.117 3.967 -3.317  C40 1.090
99 H -1.189 -3.996 -2.692  C88 1.093
100 H 6.630 -1.778 -1.055  C28 1.091
101 C -4.316 0.815 4.619  H17 1.091, H37 1.093, O52 1.419, H73 1.093
102 H 6.199 -4.214 3.611  C58 1.158
103 O -6.153 2.314 -1.138  C49 1.422, H89 0.968

As for the net charge: +1. Its gap between HOMO and LUMO is 0.27956 hartree. The value obtained for the LUMO energy is -3.829 eV. As for the HOMO energy: -11.44 eV.

Here are the Löwdin charges for atoms 1 to 4, given in e: 0.078 0.087 0.048 -0.155